(1)
{
  "formula": "C4H4O5Yb",
  "method": "ωB97M-V with the def2-TZVPD basis set",
  "elements": ["H", "H", "Yb", "O", "C", "O", "H", "O", "O", "H", "C", "C", "O", "C"],
  "xyz": [[1.901529, 0.834674, -1.665301], [2.383896, -0.745899, -0.966171], [-1.192469, -0.158169, 3.517549], [-2.946036, 1.930481, 1.385101], [0.285536, -0.661842, -1.563479], [-0.958508, 0.877852, 0.693437], [-0.347634, 0.056848, -2.108193], [0.154660, -0.805917, 1.812789], [1.209430, 0.451223, 0.232495], [0.457216, -1.543294, -2.192394], [-2.189693, 1.024490, 1.606399], [0.015497, -0.174347, 0.666394], [-0.339479, -1.073101, -0.364124], [1.566056, -0.012999, -1.054503]],
  "forces_ev_per_angstrom": [[-0.11, -0.25, 0.18], [-0.24, 0.23, 0.06], [1.51, -1.00, -0.97], [2.04, -3.14, 1.06], [0.05, 0.22, -0.55], [-2.53, 1.75, 1.34], [0.14, -0.18, 0.15], [-1.57, 0.94, 1.84], [-1.15, 0.50, 0.82], [-0.05, 0.25, 0.22], [0.04, 3.15, -3.39], [1.89, -2.63, -0.88], [-0.37, 0.34, 0.81], [0.35, -0.19, -0.68]],
  "lowdin_spin": [0.000, 0.003, 0.069, 0.298, 0.001, 0.316, 0.000, 0.004, 0.052, 0.000, 0.249, 0.002, 0.002, 0.003],
  "e_above_lowest_kj_mol": 129.6,
  "total_charge": 1,
  "s_squared": 0.7605,
  "homo_energy_ev": [-13.15, -13.05],
  "lumo_energy_ev": [-5.698, -7.371],
  "spin_multiplicity": 2
}

---

(2)
{
  "formula": "C29H41B2ClN9O5PSiTi",
  "method": "ωB97M-V with the def2-TZVPD basis set",
  "elements": ["H", "H", "H", "C", "N", "C", "H", "P", "H", "C", "H", "H", "H", "C", "H", "C", "N", "H", "H", "C", "C", "H", "C", "N", "N", "C", "C", "C", "N", "N", "C", "Ti", "H", "O", "H", "H", "C", "Si", "H", "C", "H", "C", "H", "C", "H", "O", "B", "C", "H", "O", "C", "H", "H", "H", "C", "H", "H", "H", "C", "H", "C", "H", "Cl", "H", "H", "H", "H", "C", "H", "H", "H", "C", "N", "C", "H", "B", "H", "O", "C", "H", "C", "N", "H", "H", "O", "C", "C", "N", "C", "H"],
  "xyz": [[-1.470763, 2.911767, 3.196742], [1.459640, -0.164710, -5.628796], [3.213595, -5.107575, 3.217534], [-3.828101, 2.177503, -0.335364], [-1.479830, 2.398176, -0.887961], [-4.735093, 0.858974, 1.456788], [1.409309, -6.481635, 4.206222], [0.452531, -1.058349, 2.640530], [3.525602, -0.810537, -2.915961], [4.546856, -1.613348, 0.037587], [3.442970, 2.291567, 0.115608], [-1.741555, -0.921332, 3.738171], [-1.919700, -2.390857, -0.768211], [1.574654, -3.931997, -0.561239], [3.020707, 0.875434, -2.725291], [-0.111015, 1.212459, -4.836228], [-2.243059, -1.717654, -0.083403], [4.165681, 1.370717, 1.438834], [1.912349, -2.326720, -4.349874], [1.992891, -3.356120, 3.039099], [-5.872548, 0.601531, 0.700114], [-0.836168, -5.498021, 4.532192], [3.723468, 0.117517, -2.375396], [-0.342113, -0.016035, -2.963769], [1.185329, -2.525330, -2.218927], [0.768079, 3.000380, -1.564805], [-4.968476, 1.928164, -1.095986], [-0.756123, -0.494395, 3.931673], [0.592226, -0.583775, -3.756402], [0.362411, -2.158489, -1.219075], [1.221268, -5.450608, 3.933781], [0.397811, 0.177055, -0.745423], [5.489246, -1.676381, -0.511568], [1.978652, -0.425122, -0.121646], [-0.038697, -2.693162, -4.073140], [-0.428284, -0.778196, 4.932972], [0.589345, -3.008947, -0.214782], [3.516777, -0.105221, -0.502849], [-4.644239, 0.449520, 2.454292], [2.234322, -4.675316, 3.385770], [0.010794, -2.945801, 0.687260], [0.741170, -2.773326, 3.252978], [-0.834123, 0.591222, 3.866531], [4.125194, 1.471773, 0.352213], [-2.144695, -0.091290, -1.308397], [0.118185, 6.065261, -2.580369], [-0.372267, 3.181279, 2.745092], [1.921057, -3.581542, -1.854433], [0.474854, 3.132478, 3.606049], [-1.991058, 6.486362, -3.033749], [-5.981232, 1.144752, -0.573358], [4.729506, 0.453210, -2.638591], [-2.854648, 1.904404, 1.556505], [1.746428, 0.826475, 3.429599], [0.757892, 0.136940, -4.870171], [5.121112, 1.754196, 0.004114], [1.972079, -4.730160, 0.041697], [-6.681282, 0.006514, 1.101991], [1.943410, -0.244224, 3.371801], [-2.874420, 6.148362, -2.855605], [-0.275462, -3.572952, 3.773102], [2.620124, -4.027548, -2.542173], [-4.229747, 5.005245, -1.518419], [-0.379477, 4.240894, 2.164837], [-1.966413, 0.194733, 0.286087], [-0.223193, 2.000645, -5.559984], [2.776086, -2.766838, 2.576583], [-0.780986, 1.061217, -3.626053], [2.158549, -0.633795, 4.367324], [3.980876, -2.524667, -0.156805], [2.802719, -0.397483, 2.719714], [-0.702220, 3.330494, -1.421759], [-2.740898, 2.898179, -0.880979], [-2.758673, 4.118465, -1.465428], [-5.042264, 2.331854, -2.096501], [0.943182, -2.093537, -3.677390], [-3.257705, -1.695617, -0.085397], [1.021595, 1.734558, -1.432862], [-0.055059, 2.072412, 1.699478], [-1.573651, 1.676657, -3.238989], [-1.013436, 5.710684, -2.485597], [-1.723814, -0.445410, -0.451534], [4.787538, -1.588384, 1.103892], [-6.861153, 0.946294, -1.171389], [1.605708, 3.840536, -1.792880], [-3.719028, 1.647949, 0.951100], [-0.035110, -4.894681, 4.121709], [0.091960, 1.195653, 0.958711], [-1.467935, 4.460475, -1.823930], [-1.270024, -3.163849, 3.902564]],
  "forces_ev_per_angstrom": [[-0.08, 0.00, 0.04], [0.02, -0.09, 0.04], [0.01, 0.02, -0.01], [-0.49, -0.73, 0.37], [-0.37, 0.50, -0.21], [-0.24, -0.15, 0.07], [0.00, 0.00, 0.00], [-0.17, -0.34, 0.78], [-0.04, -0.03, 0.01], [-0.07, 0.35, -0.01], [0.00, 0.01, -0.04], [-0.02, 0.02, 0.01], [0.13, 0.03, 0.01], [-0.04, -0.07, 0.03], [0.00, 0.02, -0.02], [-0.06, 0.05, 0.00], [-0.02, -0.22, 0.12], [-0.03, -0.04, 0.02], [0.15, 0.05, -0.02], [-0.04, 0.02, 0.03], [0.13, 0.18, -0.07], [-0.01, 0.01, 0.00], [-0.05, -0.03, 0.35], [-0.29, 0.28, -0.35], [0.27, -0.12, -0.05], [0.82, -0.24, -0.05], [0.44, 0.06, -0.05], [0.07, -0.11, -0.23], [0.21, 0.08, -0.19], [-0.12, -0.69, 0.08], [0.01, 0.00, 0.04], [-1.33, -3.47, -0.14], [0.04, 0.04, -0.01], [0.83, -0.37, 0.34], [0.00, -0.07, -0.11], [-0.03, 0.04, 0.04], [-0.03, -0.24, -0.28], [1.14, 0.08, -0.35], [0.03, 0.03, 0.01], [0.04, -0.06, -0.03], [0.06, 0.14, 0.11], [0.06, 0.08, -0.18], [-0.03, 0.03, 0.03], [-0.18, -0.31, -0.12], [-0.12, -0.08, -0.02], [-0.01, -0.02, 0.03], [-0.09, 0.18, 0.12], [0.01, 0.03, 0.13], [0.05, 0.03, 0.08], [0.04, 0.07, -0.04], [-0.19, -0.09, 0.07], [0.06, -0.02, 0.08], [0.06, -0.09, -0.03], [0.03, 0.02, -0.02], [-0.07, 0.13, 0.04], [0.03, -0.03, -0.03], [0.00, -0.01, 0.00], [0.04, -0.07, 0.02], [-0.08, -0.07, -0.27], [-0.06, -0.08, 0.01], [0.02, 0.05, 0.03], [0.01, 0.03, -0.03], [0.09, 0.06, -0.01], [-0.01, 0.11, -0.01], [-0.09, 0.14, 0.25], [-0.02, -0.02, -0.03], [0.06, -0.03, 0.02], [0.02, -0.22, -0.32], [-0.01, 0.02, 0.02], [-0.05, -0.01, -0.04], [0.04, 0.03, 0.01], [-0.40, -0.26, 0.12], [0.54, 0.50, -0.54], [0.04, -0.12, 0.35], [-0.01, -0.05, -0.03], [-0.33, -0.11, 0.07], [0.00, 0.03, -0.14], [0.45, 3.06, -1.08], [-0.03, -0.58, -0.07], [0.07, 0.05, 0.18], [0.06, 0.26, -0.14], [-0.57, 0.19, -0.04], [-0.02, 0.02, 0.04], [0.00, 0.02, -0.01], [-0.26, 0.19, 0.02], [0.23, 0.52, -0.17], [-0.03, -0.07, -0.04], [-0.07, 1.53, 1.29], [-0.16, 0.02, 0.04], [0.01, 0.01, 0.05]],
  "lowdin_spin": [0.002, 0.000, 0.000, 0.000, 0.002, 0.000, 0.000, 0.004, 0.000, 0.000, 0.000, 0.000, 0.000, 0.001, 0.000, 0.002, 0.000, 0.000, 0.000, 0.000, 0.000, 0.000, 0.000, 0.000, 0.001, 0.013, 0.000, 0.001, 0.003, 0.008, 0.000, 0.873, 0.000, -0.005, 0.000, 0.000, 0.003, 0.000, 0.000, 0.000, 0.000, 0.000, 0.000, 0.000, 0.002, 0.000, 0.004, 0.001, 0.000, 0.000, 0.000, 0.000, 0.000, 0.000, 0.000, 0.000, 0.000, 0.000, 0.000, 0.000, 0.000, 0.000, 0.000, 0.001, 0.001, 0.000, 0.000, 0.000, 0.000, 0.000, 0.000, 0.001, 0.001, 0.000, 0.000, 0.001, 0.000, 0.013, 0.021, 0.000, 0.000, 0.006, 0.000, 0.000, 0.029, 0.000, 0.000, 0.007, 0.001, 0.000],
  "total_charge": -1,
  "s_squared": 0.7531,
  "homo_energy_ev": [-3.98, -5.56],
  "lumo_energy_ev": [1.860, 1.860],
  "spin_multiplicity": 2
}